12
Properties=species:S:1:pos:R:3:nbo_charge:R:1 method="wB97M-V/def2-TZVPD" orbital_gap_ev=8.94 total_energy_ev=-35371.26813 smiles="I[SiH](I)I.C1=CC1" mol_weight_da=449.87 largest_force_ev_per_a=1.69 homo_energy_ev=-9.543 e_lumo_ha=-0.022
I 2.78 0.30 0.41 -0.147
Si 2.17 0.81 -1.89 0.594
I 2.93 -1.04 -3.36 -0.174
I 3.53 2.79 -2.56 -0.134
H 0.71 0.73 -1.95 -0.138
C -1.15 -1.15 1.04 -0.183
C -1.23 0.13 1.06 -0.198
C -2.32 -0.59 1.81 -0.436
H -0.62 -1.98 0.51 0.228
H -1.18 1.13 0.67 0.226
H -3.30 -0.54 1.32 0.177
H -2.32 -0.58 2.92 0.184